No. 1
DFT (ωB97M-V/def2-TZVPD) results for a single C3H7Cl2NS molecule in a non-equilibrium geometry.

Bonds (Å) are listed after each position.
Atoms and positions in Å:
1 N -0.59 -0.45 1.54  C2 1.456, H8 1.015, H9 0.994
2 C 0.15 -0.59 0.30  N1 1.456, C3 1.586, C5 1.575, H10 1.063
3 C -0.76 -0.54 -1.00  C2 1.586, S4 1.783, H11 1.115, H12 1.098
4 S -2.12 0.61 -1.03  C3 1.783, H13 1.359
5 C 1.39 0.38 0.21  C2 1.575, Cl6 1.755, Cl7 1.763, H14 1.064
6 Cl 0.86 2.03 -0.05  C5 1.755
7 Cl 2.45 -0.16 -1.08  C5 1.763
8 H -0.04 -0.35 2.39  N1 1.015
9 H -1.20 0.33 1.41  N1 0.994
10 H 0.63 -1.54 0.24  C2 1.063
11 H -1.27 -1.52 -1.15  C3 1.115
12 H -0.09 -0.39 -1.85  C3 1.098
13 H -1.38 1.75 -1.03  S4 1.359
14 H 1.98 0.45 1.09  C5 1.064

Output
Energy above the lowest of the compared OMol25 structures with the same formula, charge and spin (eV): 0.000
E_HOMO (eV): -9.24
LUMO energy (eV): 0.72
SMILES: N[C@@H](CS)C(Cl)Cl
Calculated total energy (hartree): -1491.82700
Charge: 0
Gap between HOMO and LUMO (eV): 9.96

These are the Mulliken partial charges, in e, on atoms 1 to 4: number 1, N, carries -0.570; number 2, C, carries -0.249; number 3, C, carries -0.657; number 4, S, carries -0.177

=====

No. 2
DFT (ωB97M-V/def2-TZVPD) results for 17 unconnected molecules or ions with the total composition C32H53BN16O5PS in a non-equilibrium geometry.

Bonds (Å) are listed after each position.
Atoms and positions in Å:
1 O 2.03 -4.02 -1.36  P2 1.452
2 P 2.65 -5.31 -1.12  O1 1.452, O3 1.539, O4 1.563, S5 2.187
3 O 1.99 -6.22 -0.07  P2 1.539, H9 0.987
4 O 2.98 -6.11 -2.42  P2 1.563, H10 0.969
5 S 4.58 -4.87 -0.18  P2 2.187, B6 1.921, H11 1.331
6 B 4.86 -6.35 1.02  S5 1.921, O7 1.345, O8 1.342
7 O 5.78 -7.30 0.78  B6 1.345, H12 0.964
8 O 4.11 -6.41 2.13  B6 1.342, H13 0.966
9 H 1.09 -6.47 -0.38  O3 0.987
10 H 3.49 -5.57 -3.05  O4 0.969
11 H 5.50 -4.92 -1.13  S5 1.331
12 H 5.84 -7.54 -0.15  O7 0.964
13 H 3.68 -5.56 2.31  O8 0.966
14 C -2.02 -4.46 -1.86  C15 1.447, H17 1.091, H18 1.089, H19 1.087
15 C -0.93 -5.41 -1.98  C14 1.447, N16 1.151
16 N -0.03 -6.12 -2.03  C15 1.151
17 H -2.04 -3.81 -2.74  C14 1.091
18 H -2.98 -4.98 -1.79  C14 1.089
19 H -1.87 -3.86 -0.97  C14 1.087
20 C 0.09 -2.50 2.25  C21 1.452, H23 1.089, H24 1.088, H25 1.088
21 C -0.58 -2.27 0.98  C20 1.452, N22 1.151
22 N -1.01 -1.97 -0.04  C21 1.151
23 H -0.47 -3.20 2.86  C20 1.089
24 H 1.09 -2.89 2.08  C20 1.088
25 H 0.17 -1.54 2.76  C20 1.088
26 C -1.40 0.87 -2.35  C27 1.455, H29 1.088, H30 1.088, H31 1.089
27 C -2.19 2.09 -2.38  C26 1.455, N28 1.150
28 N -2.82 3.06 -2.41  C27 1.150
29 H -1.81 0.19 -1.60  C26 1.088
30 H -1.43 0.38 -3.32  C26 1.088
31 H -0.37 1.11 -2.10  C26 1.089
32 C -5.17 0.13 -4.84  C33 1.453, H35 1.088, H36 1.087, H37 1.085
33 C -4.20 -0.87 -4.42  C32 1.453, N34 1.150
34 N -3.44 -1.66 -4.08  C33 1.150
35 H -4.66 0.92 -5.39  C32 1.088
36 H -5.91 -0.33 -5.49  C32 1.087
37 H -5.68 0.56 -3.99  C32 1.085
38 C 0.62 -1.53 6.35  C39 1.451, H41 1.087, H42 1.089, H43 1.087
39 C 1.18 -0.97 5.14  C38 1.451, N40 1.151
40 N 1.63 -0.48 4.19  C39 1.151
41 H -0.46 -1.40 6.35  C38 1.087
42 H 0.86 -2.59 6.42  C38 1.089
43 H 1.03 -1.01 7.21  C38 1.087
44 C 5.82 -0.39 -2.27  C45 1.448, H47 1.088, H48 1.087, H49 1.091
45 C 5.39 -1.69 -1.80  C44 1.448, N46 1.152
46 N 5.04 -2.72 -1.40  C45 1.152
47 H 6.88 -0.27 -2.12  C44 1.088
48 H 5.60 -0.30 -3.33  C44 1.087
49 H 5.28 0.38 -1.72  C44 1.091
50 C 1.87 0.21 0.40  C51 1.454, H53 1.086, H54 1.090, H55 1.091
51 C 3.08 0.49 -0.36  C50 1.454, N52 1.151
52 N 4.03 0.67 -0.98  C51 1.151
53 H 1.35 1.14 0.62  C50 1.086
54 H 1.21 -0.43 -0.18  C50 1.090
55 H 2.13 -0.29 1.33  C50 1.091
56 C 3.37 2.49 3.50  C57 1.456, H59 1.090, H60 1.088, H61 1.089
57 C 2.84 2.90 2.20  C56 1.456, N58 1.151
58 N 2.41 3.22 1.18  C57 1.151
59 H 2.72 1.75 3.94  C56 1.090
60 H 4.36 2.07 3.36  C56 1.088
61 H 3.44 3.35 4.16  C56 1.089
62 C 0.67 5.77 2.88  C63 1.456, H65 1.088, H66 1.088, H67 1.088
63 C 0.30 4.67 3.75  C62 1.456, N64 1.152
64 N 0.00 3.82 4.47  C63 1.152
65 H 1.75 5.88 2.84  C62 1.088
66 H 0.30 5.58 1.87  C62 1.088
67 H 0.22 6.69 3.26  C62 1.088
68 C -2.33 2.58 6.97  C69 1.456, H71 1.089, H72 1.088, H73 1.088
69 C -1.32 1.69 7.52  C68 1.456, N70 1.151
70 N -0.53 0.97 7.95  C69 1.151
71 H -1.89 3.20 6.19  C68 1.089
72 H -3.14 2.00 6.55  C68 1.088
73 H -2.73 3.22 7.76  C68 1.088
74 C -2.63 6.76 5.56  C75 1.454, H77 1.089, H78 1.089, H79 1.088
75 C -2.19 7.50 4.39  C74 1.454, N76 1.151
76 N -1.83 8.05 3.44  C75 1.151
77 H -3.72 6.71 5.57  C74 1.089
78 H -2.23 5.74 5.52  C74 1.089
79 H -2.28 7.24 6.47  C74 1.088
80 C -2.02 -3.51 -7.09  C81 1.453, H83 1.087, H84 1.087, H85 1.088
81 C -3.18 -2.69 -7.35  C80 1.453, N82 1.150
82 N -4.10 -2.01 -7.51  C81 1.150
83 H -1.24 -3.29 -7.81  C80 1.087
84 H -1.64 -3.31 -6.09  C80 1.087
85 H -2.28 -4.57 -7.16  C80 1.088
86 C 0.92 -3.05 -4.01  C87 1.456, H89 1.090, H90 1.085, H91 1.087
87 C 1.06 -3.39 -5.42  C86 1.456, N88 1.151
88 N 1.17 -3.66 -6.54  C87 1.151
89 H 0.18 -2.26 -3.90  C86 1.090
90 H 0.59 -3.93 -3.46  C86 1.085
91 H 1.87 -2.72 -3.61  C86 1.087
92 C -4.63 4.62 2.46  C93 1.457, H95 1.089, H96 1.088, H97 1.088
93 C -5.26 4.44 3.77  C92 1.457, N94 1.150
94 N -5.74 4.31 4.80  C93 1.150
95 H -3.67 5.12 2.57  C92 1.089
96 H -4.48 3.65 1.99  C92 1.088
97 H -5.27 5.23 1.83  C92 1.088
98 C -7.64 2.30 -1.22  C99 1.454, H101 1.088, H102 1.088, H103 1.089
99 C -7.55 1.95 -2.63  C98 1.454, N100 1.150
100 N -7.47 1.67 -3.74  C99 1.150
101 H -8.35 3.12 -1.09  C98 1.088
102 H -7.99 1.45 -0.64  C98 1.088
103 H -6.67 2.61 -0.85  C98 1.089
104 C 5.72 3.39 -4.47  C105 1.456, H107 1.088, H108 1.088, H109 1.088
105 C 6.74 2.42 -4.08  C104 1.456, N106 1.150
106 N 7.54 1.66 -3.78  C105 1.150
107 H 6.20 4.26 -4.93  C104 1.088
108 H 5.03 2.95 -5.18  C104 1.088
109 H 5.17 3.72 -3.59  C104 1.088

Output
E_HOMO (eV): -12.67
LUMO energy (eV): -3.11
Calculated total energy (hartree): -3267.63089
Charge: +1
Gap between HOMO and LUMO (eV): 9.57

These are the Mulliken partial charges, in e, on atoms 1 to 4: number 1, O, carries -0.120; number 2, P, carries 0.550; number 3, O, carries -0.359; number 4, O, carries -0.440